Entry 1:
58
Properties=species:S:1:pos:R:3:forces:R:3 method="wB97M-V/def2-TZVPD" multiplicity=6 total_charge=0 orbital_gap_ev="8.63 / 9.06" s2=8.754 e_lumo_ha="0.005 / 0.004"
Mn -0.844 -1.539 0.116 0.505 -0.298 0.056
O -4.682 -0.803 -0.200 -0.265 -0.019 0.042
C -3.595 -0.701 0.527 0.122 -0.146 0.038
O -2.585 -0.132 0.159 -0.046 0.414 -0.195
C -3.631 -1.431 1.853 0.192 -0.343 -0.027
O -2.463 -2.237 1.914 0.083 -0.009 0.038
C -2.678 -3.577 1.426 -0.070 -0.107 -0.393
C -2.976 -3.597 -0.100 -0.014 -0.103 0.381
O -3.821 -4.366 -0.520 0.103 0.052 -0.010
O -2.274 -2.754 -0.770 0.048 0.337 -0.071
H -4.492 -0.522 -1.109 0.039 0.122 0.014
H -4.536 -2.032 1.934 -0.016 0.004 0.057
H -3.564 -0.725 2.680 -0.114 0.148 -0.069
H -3.491 -4.053 1.974 0.006 0.033 0.030
H -1.741 -4.107 1.600 -0.012 0.008 0.066
C 2.928 -1.875 -0.085 -0.101 -0.009 0.071
C 1.910 -2.662 0.754 0.169 0.011 0.234
O 0.708 -2.776 0.152 -0.327 0.153 0.062
C 2.486 -4.090 0.959 0.002 -0.002 -0.014
F 3.677 -4.067 1.609 -0.196 -0.057 -0.112
F 1.661 -4.895 1.643 0.124 0.093 -0.077
F 2.704 -4.670 -0.234 -0.006 0.036 0.180
C 1.774 -1.978 2.186 -0.206 0.087 0.140
F 1.965 -2.799 3.228 0.029 0.014 -0.111
F 0.522 -1.462 2.366 0.184 -0.066 -0.205
F 2.616 -0.939 2.362 -0.021 -0.066 -0.063
H 3.065 -2.401 -1.027 -0.039 0.004 -0.005
H 3.888 -1.781 0.422 0.026 0.054 -0.057
H 2.505 -0.892 -0.286 0.065 -0.022 0.014
C 2.354 2.767 -2.238 -0.091 -0.117 -0.085
N 1.971 1.989 -1.078 -0.359 0.128 0.178
C 2.984 1.886 -0.033 0.056 -0.015 -0.062
P 0.406 1.665 -0.629 0.053 0.373 -0.251
O 0.333 0.303 -0.031 -0.406 -0.462 0.096
N -0.070 2.821 0.453 0.155 -0.335 -0.012
C 0.506 4.150 0.512 0.061 -0.056 -0.008
C -0.913 2.463 1.587 -0.008 0.078 -0.098
N -0.561 1.790 -1.965 0.221 -0.125 0.196
C -0.648 0.679 -2.905 0.003 0.135 0.018
C -1.140 3.037 -2.423 -0.028 0.002 0.061
H 2.587 3.808 -1.985 0.020 -0.013 0.006
H 1.549 2.756 -2.971 0.068 0.026 0.000
H 3.239 2.322 -2.698 0.003 0.029 -0.008
H 3.307 2.875 0.312 -0.027 -0.002 -0.009
H 3.857 1.351 -0.413 -0.003 0.014 0.006
H 2.588 1.325 0.811 0.035 -0.009 0.019
H 1.089 4.355 -0.385 -0.021 0.035 0.044
H 1.162 4.261 1.383 -0.015 0.012 -0.008
H -0.287 4.899 0.588 0.018 0.027 -0.033
H -1.281 1.450 1.462 -0.034 0.007 0.035
H -1.765 3.147 1.652 -0.003 -0.017 0.025
H -0.346 2.518 2.522 -0.007 0.017 -0.014
H -0.438 -0.258 -2.399 0.073 -0.080 -0.014
H 0.053 0.786 -3.740 -0.015 0.005 -0.031
H -1.661 0.627 -3.306 0.000 -0.004 -0.001
H -1.067 3.790 -1.642 -0.013 0.012 -0.032
H -2.199 2.889 -2.651 0.008 0.010 -0.026
H -0.646 3.415 -3.324 -0.003 0.003 -0.007

***

Entry 2:
47
Properties=species:S:1:pos:R:3:forces:R:3 method="wB97M-V/def2-TZVPD" smiles="CNC(=O)[C@@H](NC(C)=O)C(C)C.Cc1nccn1CCO" total_charge=0 de_lowest_kj_mol=57.7 orbital_gap_ev=8.89 e_lumo_ha=0.013
C -1.978 -3.542 -1.382 -0.196 0.393 -0.017
N -3.089 -2.743 -0.863 0.713 -1.132 -0.069
C -3.392 -1.472 -1.150 -0.845 0.958 0.210
O -4.373 -0.956 -0.629 0.199 0.270 -0.303
C -2.510 -0.647 -2.102 -0.079 0.408 -0.145
N -3.362 0.011 -3.111 0.353 -0.809 1.835
C -3.177 0.103 -4.429 0.027 0.202 -1.578
C -2.020 -0.621 -5.089 -0.147 0.126 0.228
O -3.945 0.756 -5.116 -0.202 0.141 -0.056
C -1.702 0.402 -1.303 0.740 0.058 0.241
C -0.849 -0.227 -0.192 -0.635 0.007 -0.071
C -0.751 1.215 -2.195 -0.706 -0.107 -0.056
H -1.025 -3.074 -1.130 0.029 -0.132 -0.048
H -2.004 -4.537 -0.934 -0.074 0.194 -0.042
H -2.061 -3.643 -2.466 0.113 -0.110 0.034
H -3.725 -3.186 -0.216 0.005 0.163 -0.057
H -1.804 -1.310 -2.593 0.067 0.003 -0.295
H -4.197 0.465 -2.765 0.024 -0.003 0.094
H -2.037 -0.404 -6.156 -0.100 0.019 0.175
H -1.079 -0.278 -4.669 0.203 -0.157 0.044
H -2.136 -1.692 -4.939 0.194 -0.160 0.031
H -2.400 1.097 -0.836 -0.239 -0.069 -0.038
H -0.308 0.552 0.346 0.067 -0.097 -0.017
H -1.481 -0.742 0.531 0.091 -0.133 0.087
H -0.128 -0.928 -0.613 0.128 -0.039 0.060
H -1.316 1.753 -2.956 0.140 0.022 -0.135
H -0.023 0.558 -2.672 0.115 0.016 -0.055
H -0.223 1.951 -1.588 0.036 -0.028 -0.021
C 4.032 0.232 5.142 -0.003 0.237 -0.425
C 2.829 0.947 4.606 -0.439 0.305 -0.167
N 1.695 1.016 5.259 -0.386 0.284 -0.421
C 0.837 1.750 4.453 0.282 0.003 -0.115
C 1.472 2.134 3.308 -0.455 -0.173 0.488
N 2.753 1.626 3.393 0.526 -0.029 0.062
C 3.800 1.737 2.365 -0.270 -0.543 0.392
C 3.801 0.519 1.436 -0.260 0.700 -0.410
O 2.578 0.434 0.695 0.113 -0.157 0.196
H 3.816 -0.175 6.134 -0.113 0.183 -0.291
H 4.876 0.922 5.221 0.085 -0.130 0.014
H 4.309 -0.590 4.477 0.138 -0.003 0.092
H -0.194 1.984 4.701 0.327 -0.201 0.192
H 1.037 2.710 2.500 0.584 -0.165 -0.057
H 4.778 1.825 2.849 -0.112 -0.007 0.037
H 3.648 2.649 1.779 -0.126 -0.058 0.166
H 3.935 -0.395 2.024 -0.352 0.070 -0.223
H 4.642 0.594 0.739 0.121 0.006 0.092
H 2.453 1.219 0.137 0.320 -0.328 0.342

***

Entry 3:
53
Properties=species:S:1:pos:R:3:forces:R:3 method="wB97M-V/def2-TZVPD" multiplicity=3 total_charge=+1 orbital_gap_ev="8.47 / 8.15" s2=2.005 e_lumo_ha="-0.104 / -0.146"
Pt 0.013 -0.286 -0.176 0.200 -0.213 -0.066
C 3.330 1.067 1.316 -0.227 -0.764 -0.197
C 3.243 -0.302 0.696 -0.617 -0.231 -0.318
N 2.114 -0.802 0.188 0.262 -0.123 0.349
C 2.363 -2.087 -0.234 -0.843 0.370 -0.619
C 3.658 -2.369 -0.014 1.361 0.868 0.499
N 4.213 -1.238 0.562 -1.520 0.443 -0.121
C 4.573 -3.507 -0.176 -0.815 -1.115 0.058
O 3.985 -4.614 -0.606 0.954 0.104 0.026
O 5.715 -3.418 0.173 0.434 0.026 -0.113
C 1.279 -2.826 -0.971 -0.343 0.346 0.323
O 1.450 -3.981 -1.330 0.083 0.257 0.042
O 0.187 -2.129 -1.154 1.017 0.029 -0.027
H 2.311 1.476 1.317 0.435 -0.074 0.120
H 3.988 1.706 0.734 0.135 0.141 0.046
H 3.695 0.988 2.339 0.073 0.122 0.008
H 5.177 -1.154 0.801 0.655 -0.128 0.225
H 3.058 -4.436 -0.864 -0.580 -0.153 -0.246
C 1.968 4.165 -1.186 -0.280 -1.446 -0.399
N 0.559 4.061 -0.742 1.428 0.470 0.037
C -0.142 5.321 -0.517 0.213 -0.735 0.064
C 0.077 2.869 -0.373 -0.423 -0.086 -0.525
N 0.739 1.760 -0.452 -1.107 -0.055 0.048
N -1.261 2.920 0.029 1.234 -0.746 -0.113
C -1.960 1.921 0.652 -0.181 0.820 0.530
N -3.156 2.343 1.125 -0.376 -0.498 0.287
N -1.497 0.741 0.808 -0.185 -0.697 0.201
H 2.251 5.192 -1.116 0.280 0.482 -0.156
H 2.064 3.785 -2.234 -0.011 0.454 0.724
H 2.667 3.575 -0.557 -0.539 0.368 -0.160
H 0.473 6.072 -0.967 0.134 0.630 -0.020
H -0.274 5.521 0.552 -0.162 0.119 -0.235
H -1.056 5.304 -1.088 -0.609 0.304 0.039
H 1.631 1.836 -0.889 0.564 0.155 -0.169
H -1.676 3.821 -0.018 -0.398 0.366 0.023
H -3.317 3.327 1.246 -0.127 -0.007 0.060
H -3.659 1.725 1.755 0.114 0.294 -0.289
H -2.122 0.101 1.296 0.158 0.042 -0.012
C -5.055 -1.877 -0.199 -0.674 0.025 0.083
C -3.672 -1.243 -0.337 -0.250 -0.031 -0.913
O -2.680 -1.893 0.448 0.006 0.211 0.055
C -2.308 -3.181 -0.088 -0.625 0.055 -0.780
C -1.231 -3.869 0.762 -2.536 -0.140 -0.243
H -5.851 -1.149 -0.425 0.347 -0.138 -0.093
H -5.268 -2.228 0.820 0.328 0.125 -0.141
H -5.213 -2.726 -0.872 0.165 0.132 0.101
H -3.726 -0.171 -0.053 0.150 -0.656 0.102
H -3.385 -1.245 -1.431 -0.058 -0.036 0.951
H -1.981 -2.984 -1.128 0.152 -0.262 0.528
H -3.213 -3.824 -0.191 0.476 0.340 0.343
H -0.574 -3.124 1.142 0.696 0.416 0.477
H -0.741 -4.507 0.046 0.495 -0.576 0.251
H -1.762 -4.427 1.579 0.937 0.394 -0.645